No. 1
C20H27IrN5O3SSi as an isolated structure. Source: the Open Molecules 2025 dataset; level of theory: the ωB97M-V functional and the def2-TZVPD basis.

Output
⟨S²⟩ = 0.753
spin multiplicity = 2
electronic energy = -56311.4293 eV
net charge = +2
ΔE to the lowest compared entry with this formula, charge and spin = 0.00 kJ/mol
HOMO (alpha / beta) = -14.7 / -14.6 eV

Last column: Löwdin spin population.
Cartesian coordinates (Å):
Ir  -0.783634  0.105438  1.189089  0.8008
C  1.010180  3.020842  0.392438  0.0235
Si  0.131668  3.378403  -1.212141  0.0024
C  1.038315  2.745206  -2.695875  0.0002
C  -0.496025  5.104063  -1.331147  0.0000
H  1.534701  3.910923  0.745206  0.0019
H  1.739881  2.213686  0.303671  0.0014
H  0.285756  2.760919  1.173758  0.0118
H  1.994001  3.266990  -2.785876  0.0000
H  0.487808  2.914938  -3.622116  0.0000
H  1.258681  1.678612  -2.613415  0.0000
H  0.338889  5.796268  -1.456715  0.0000
H  -1.037063  5.399279  -0.431694  0.0000
H  -1.161543  5.233280  -2.185295  0.0000
O  -2.487424  -1.972442  -0.807845  0.0003
C  -2.358656  -0.882155  -1.313909  -0.0003
N  -1.744878  0.210359  -0.637557  0.0049
C  -1.781474  1.260478  -1.446315  0.0040
O  -1.332939  2.411643  -1.136030  0.0058
C  -2.439943  0.936699  -2.721619  0.0001
C  -2.728932  1.707584  -3.824705  0.0001
C  -3.396693  1.067621  -4.873113  0.0000
C  -3.755780  -0.272620  -4.793347  0.0002
C  -3.465560  -1.041931  -3.662980  0.0000
C  -2.797164  -0.406253  -2.641070  0.0000
H  -2.471171  2.755922  -3.883620  0.0000
H  -3.648493  1.630306  -5.761494  0.0000
H  -4.279615  -0.728432  -5.622348  0.0000
H  -3.758572  -2.080304  -3.596484  0.0000
O  -2.170393  -1.626496  1.756820  0.0741
H  -1.823925  -2.340000  2.305931  0.0011
H  -2.341525  -2.018711  0.872406  0.0000
C  1.245686  -2.959218  2.020256  0.0000
N  0.889190  -3.140343  0.616636  0.0023
C  1.011463  -2.203138  -0.320012  0.0065
S  1.125207  -0.512503  0.070008  0.0471
N  1.122524  -2.579309  -1.586783  0.0007
C  1.086521  -1.723341  -2.769257  0.0010
H  1.270786  -3.939106  2.487663  0.0000
H  0.518059  -2.335505  2.540526  -0.0001
H  2.228394  -2.498008  2.110355  0.0000
H  0.784084  -4.093890  0.299030  0.0002
H  1.319022  -3.556155  -1.761453  -0.0001
H  0.386953  -0.911311  -2.613281  0.0004
H  0.754113  -2.328905  -3.608649  0.0000
H  2.071534  -1.313039  -2.986273  0.0002
N  2.119796  1.017652  7.929679  -0.0007
C  1.682636  0.848844  6.882746  -0.0001
C  1.140908  0.632989  5.572322  -0.0012
C  -0.182232  0.231629  5.412385  0.0007
C  -0.663032  0.038680  4.135973  -0.0017
N  0.095388  0.218992  3.038490  0.0046
C  1.374653  0.605349  3.199334  0.0046
C  1.930348  0.822368  4.443184  0.0011
H  -0.825979  0.075837  6.265954  0.0000
H  -1.687223  -0.269568  3.965682  -0.0002
H  1.952194  0.733492  2.296309  0.0020
H  2.959723  1.138556  4.529560  0.0000

Force components x, y, z for each atom (eV/Å):
Ir -0.2 -0.3 -0.3
C 0.0 0.0 0.0
Si -0.1 -0.1 0.0
C 0.0 0.0 0.0
C 0.0 0.0 0.0
H 0.1 0.0 0.0
H 0.0 0.0 -0.1
H 0.0 0.0 0.0
H 0.0 0.0 0.0
H 0.0 0.0 0.0
H 0.0 0.0 0.0
H 0.0 0.0 0.0
H 0.0 0.0 0.0
H 0.0 0.0 0.0
O 0.1 -0.1 -0.3
C -0.1 0.1 0.3
N 0.1 0.0 0.1
C 0.1 0.0 -0.1
O 0.0 -0.1 0.1
C 0.0 0.0 0.0
C 0.0 -0.1 0.0
C 0.0 0.0 0.0
C 0.0 0.0 0.0
C 0.1 0.1 0.1
C -0.1 0.0 -0.2
H 0.0 0.0 0.0
H 0.0 0.0 0.0
H 0.0 0.0 0.0
H 0.0 0.0 0.0
O 0.2 0.1 0.3
H 0.0 0.1 0.1
H -0.1 0.0 -0.2
C -0.1 0.1 0.1
N 0.0 0.0 0.0
C -0.1 -0.1 -0.2
S 0.2 0.3 -0.1
N 0.0 -0.1 0.1
C 0.1 0.0 0.0
H 0.0 0.0 0.0
H 0.0 0.0 -0.1
H 0.0 0.0 0.0
H 0.0 0.0 0.0
H 0.0 0.0 0.0
H -0.1 0.1 0.0
H 0.0 0.0 0.0
H 0.0 0.0 0.0
N 0.0 0.0 0.0
C 0.0 0.0 0.0
C 0.0 0.0 0.0
C 0.0 0.0 0.0
C 0.0 0.0 -0.1
N 0.2 0.0 0.2
C -0.1 0.0 0.1
C 0.0 0.0 -0.1
H 0.0 0.0 0.0
H 0.0 0.0 0.0
H 0.0 0.0 0.0
H 0.0 0.0 0.0



No. 2
One molecule with the formula C20H27N3O2S. Source: the Open Molecules 2025 dataset; level of theory: the ωB97M-V functional and the def2-TZVPD basis.

Output
spin multiplicity = 1
electronic energy = -40578.2035 eV
ΔE to the lowest compared entry with this formula, charge and spin = 333.56 kJ/mol
structure (SMILES) = Cc1cccc(NC(=S)N(CCCN2CCOCC2)Cc2ccco2)c1
HOMO = -8.0 eV

Last column: Mulliken charge in e.
Cartesian coordinates (Å):
C  3.387245  -0.511044  3.399731  -1.7200
C  1.971788  -0.062439  3.602073  0.9151
C  0.916899  -0.804557  3.095242  0.1565
C  -0.397672  -0.378081  3.258747  -0.5451
C  -0.659024  0.783279  3.980119  -0.5025
C  0.391548  1.520456  4.493108  -0.6273
C  1.698168  1.111226  4.295947  -0.6282
H  2.513218  1.696611  4.694741  0.4548
H  0.188157  2.423196  5.049644  0.4066
H  -1.680276  1.099466  4.132064  0.4681
N  -1.474415  -1.116602  2.750556  -0.0917
C  -1.463939  -2.035970  1.737774  0.2193
N  -0.676002  -1.819070  0.657161  0.2041
C  -0.343488  -0.477072  0.206703  -1.0835
H  -0.589711  0.238358  0.989338  0.3567
C  1.123627  -0.304800  -0.185042  -0.4304
C  1.385139  1.149023  -0.578782  -1.5691
N  0.455021  1.612016  -1.592994  0.6161
C  0.717646  1.051155  -2.908581  -0.4583
C  -0.376874  1.507597  -3.872589  -0.7827
O  -0.442486  2.911095  -3.956180  -0.4252
C  -0.671245  3.465816  -2.683435  -0.7016
C  0.420762  3.060826  -1.693144  -0.6296
H  0.192532  3.479707  -0.710650  0.4012
H  1.389085  3.467346  -2.036488  0.3518
H  -0.688642  4.548606  -2.817986  0.3684
H  -1.645254  3.127235  -2.298657  0.3147
H  -0.173485  1.150280  -4.883503  0.3516
H  -1.344343  1.108685  -3.530078  0.4075
H  0.703862  -0.037045  -2.851804  0.2730
H  1.701315  1.376625  -3.293213  0.3187
H  1.244508  1.777654  0.305325  0.5471
H  2.434616  1.256955  -0.906867  0.3533
H  1.369463  -0.963297  -1.017313  0.5319
H  1.771800  -0.557552  0.653564  0.1313
H  -0.959918  -0.235747  -0.666965  0.5864
C  -0.593568  -2.850424  -0.367119  -1.5255
C  -1.446564  -2.552001  -1.555306  0.3690
C  -2.799124  -2.572454  -1.723686  -0.3025
C  -3.037674  -2.160947  -3.057989  -0.6035
C  -1.815055  -1.919086  -3.599830  -0.5908
O  -0.842861  -2.147142  -2.698556  -0.2972
H  -1.511321  -1.597124  -4.575987  0.5783
H  -3.987626  -2.064064  -3.541872  0.4632
H  -3.524486  -2.854655  -0.988793  0.5311
H  -0.914656  -3.789941  0.089628  0.8870
H  0.446961  -2.940760  -0.689249  0.3519
S  -2.463752  -3.349303  1.891476  -0.3716
H  -2.258925  -1.232857  3.378972  0.3332
H  1.105835  -1.737531  2.585180  0.5002
H  3.866072  0.098934  2.632799  0.2891
H  3.426666  -1.550924  3.085089  0.3349
H  3.960450  -0.399659  4.317680  0.5144

Force components x, y, z for each atom (eV/Å):
C 0.0 0.0 0.0
C -0.1 0.1 0.0
C -0.1 0.0 0.1
C 0.4 0.3 0.2
C 0.0 -0.1 -0.1
C 0.0 0.0 0.1
C 0.0 0.0 0.0
H 0.1 0.1 0.1
H 0.0 0.1 0.0
H -0.1 0.1 0.0
N -0.3 0.3 0.0
C -0.1 -0.2 -0.2
N -0.1 0.0 0.4
C 0.3 0.3 -0.1
H -0.1 0.0 -0.1
C -0.2 0.2 0.0
C 0.0 -0.2 0.0
N 0.1 0.1 0.0
C -0.3 0.1 -0.2
C 0.2 -0.3 0.1
O 0.1 0.1 -0.2
C 0.1 0.2 0.4
C -0.3 0.1 -0.2
H 0.0 0.0 0.0
H 0.0 0.0 0.0
H 0.0 -0.1 0.1
H 0.1 0.1 0.0
H 0.0 -0.1 0.1
H 0.1 0.0 0.0
H 0.0 0.0 0.0
H 0.0 0.0 0.0
H 0.1 0.0 0.0
H 0.0 0.1 0.0
H 0.1 -0.1 0.0
H 0.1 -0.1 0.0
H 0.0 0.0 0.2
C 0.1 -0.2 -0.3
C -0.7 -0.3 0.5
C 0.6 -0.1 0.2
C 0.4 0.2 -0.3
C -0.8 0.1 -0.3
O 0.5 0.0 0.1
H 0.1 0.0 -0.1
H -0.2 0.0 -0.2
H -0.1 -0.1 0.2
H 0.2 0.2 -0.1
H -0.1 0.0 0.0
S -0.5 -0.5 0.2
H 0.2 -0.1 -0.2
H 0.0 -0.1 -0.1
H 0.1 0.0 0.0
H 0.1 -0.1 0.0
H 0.1 0.0 0.0



No. 3
One molecule with the formula C20H27N3O3S in a non-equilibrium geometry. Source: the Open Molecules 2025 dataset; level of theory: the ωB97M-V functional and the def2-TZVPD basis.

Output
spin multiplicity = 1
electronic energy = -42628.0702 eV
ΔE to the lowest compared entry with this formula, charge and spin = 0.92 kJ/mol
structure (SMILES) = CCOC(=O)CCCNC(=O)CN1CCC(c2nc3ccccc3s2)CC1
HOMO = -8.8 eV

Last column: Mulliken charge in e.
Cartesian coordinates (Å):
C  4.263134  6.329283  -3.685657  -1.0960
C  4.761166  5.849424  -2.330179  -0.2848
H  5.086779  6.687215  -1.710226  0.3216
H  5.583016  5.137811  -2.459823  0.3259
O  3.718590  5.218491  -1.583505  -0.3122
C  3.476974  3.929818  -1.839239  0.3109
O  4.075238  3.276889  -2.652355  -0.5772
C  2.380588  3.401183  -0.941364  -0.3243
H  1.567895  4.127981  -0.908349  0.3377
C  2.934800  3.183912  0.471468  -0.4826
H  3.322499  4.130047  0.851544  0.3574
C  1.865064  2.665181  1.436601  -1.0848
N  1.426928  1.333612  1.105559  0.1391
C  1.764906  0.243833  1.821706  0.4693
O  2.419752  0.274601  2.841673  -0.6872
C  1.253224  -1.052422  1.196275  -0.7789
N  0.037674  -0.832454  0.435096  0.0781
C  -1.103390  -0.638517  1.315801  -0.5594
C  -2.314093  -0.190646  0.505272  -1.3635
H  -3.160112  -0.012364  1.171059  0.4883
H  -2.076929  0.742401  -0.008338  0.4788
C  -2.668717  -1.254950  -0.539107  0.2029
C  -3.196514  -2.491744  0.102012  0.1782
N  -2.807007  -3.679317  -0.144719  -0.3008
C  -3.490627  -4.622138  0.567251  -0.3363
C  -3.282825  -5.996476  0.514218  -0.5218
C  -4.061390  -6.816246  1.303537  -0.5416
C  -5.040519  -6.289029  2.142863  -0.4122
C  -5.263456  -4.927511  2.212364  -0.6219
C  -4.485770  -4.099349  1.422162  0.8850
S  -4.517589  -2.367509  1.286342  -0.2870
H  -6.020460  -4.515896  2.861557  0.3841
H  -5.635471  -6.954358  2.750085  0.3788
H  -3.911500  -7.884951  1.272827  0.3751
H  -2.521789  -6.391571  -0.139482  0.4654
H  -3.465700  -0.863066  -1.184983  0.3984
C  -1.428940  -1.548646  -1.387710  -1.1140
C  -0.233319  -1.905783  -0.509447  -0.8781
H  0.649355  -2.036626  -1.140626  0.4623
H  -0.433831  -2.858455  0.005052  0.4275
H  -1.632436  -2.376156  -2.066331  0.4084
H  -1.190213  -0.659728  -1.973865  0.4424
H  -0.845891  0.125367  2.053468  0.5571
H  -1.346930  -1.568042  1.861032  0.3445
H  1.137132  -1.804892  1.992056  0.3482
H  2.037020  -1.405177  0.518673  0.4389
H  0.872273  1.174024  0.277090  0.2181
H  1.005325  3.343355  1.442069  0.3615
H  2.283715  2.608047  2.444740  0.4386
H  3.755449  2.465490  0.435018  0.2968
H  2.023768  2.460686  -1.360714  0.2690
H  3.955126  5.479074  -4.289184  0.3149
H  3.416872  7.000527  -3.560298  0.2921
H  5.061157  6.855775  -4.200968  0.3693

Force components x, y, z for each atom (eV/Å):
C 0.0 -0.2 0.4
C 0.4 0.1 -0.4
H 0.0 -0.1 0.0
H -0.1 0.2 0.1
O -0.2 0.3 0.2
C -0.4 -0.4 0.0
O 0.1 0.0 -0.1
C 0.3 0.0 0.1
H -0.1 0.0 0.0
C -0.3 0.0 0.1
H 0.0 0.0 0.0
C 0.4 0.1 0.1
N -0.1 0.4 -0.3
C -0.2 -0.2 -0.2
O 0.3 -0.1 0.3
C 0.0 -0.1 0.1
N 0.1 -0.1 0.0
C -0.2 0.2 0.0
C 0.0 -0.2 0.1
H 0.0 0.1 0.0
H 0.0 0.0 0.0
C 0.2 0.4 -0.3
C -0.7 0.1 0.4
N 0.7 0.1 -0.7
C -0.8 -0.1 0.7
C 0.0 0.1 0.0
C 0.1 -0.1 -0.1
C -0.1 0.0 0.1
C -0.1 -0.1 0.1
C 0.3 0.1 -0.3
S 0.3 -0.3 -0.2
H -0.1 0.0 0.1
H 0.0 -0.1 0.1
H 0.0 -0.1 0.0
H 0.1 -0.1 -0.1
H 0.1 0.0 0.1
C 0.0 -0.2 0.1
C 0.0 0.0 -0.3
H 0.0 0.0 0.0
H 0.1 0.1 0.0
H 0.0 0.0 -0.1
H 0.0 0.0 0.0
H 0.0 -0.1 0.0
H 0.1 0.0 0.0
H 0.0 0.1 0.0
H 0.0 0.0 0.0
H 0.0 -0.1 0.1
H 0.1 0.0 0.1
H -0.1 0.1 -0.1
H 0.1 0.0 0.0
H 0.0 0.1 -0.1
H 0.0 0.0 -0.1
H 0.0 0.1 0.0
H 0.1 0.1 -0.1



No. 4
One molecule with the formula C20H27N3O5S in a non-equilibrium geometry. Source: the Open Molecules 2025 dataset; level of theory: the ωB97M-V functional and the def2-TZVPD basis.

Output
spin multiplicity = 1
electronic energy = -46720.5681 eV
ΔE to the lowest compared entry with this formula, charge and spin = 395.41 kJ/mol
structure (SMILES) = Cc1cc(C)cc(N(CC(=O)NC[C@@H]2CCCO2)S(=O)(=O)c2c(C)noc2C)c1
HOMO = -9.2 eV

Last column: Mulliken charge in e.
Cartesian coordinates (Å):
C  0.459103  -3.474027  -1.177854  -1.8187
C  0.509373  -2.705500  0.107749  0.4868
C  0.162989  -1.360368  0.127528  0.1897
C  0.208821  -0.643326  1.314393  -1.1467
C  0.596301  -1.264966  2.492143  -0.3731
C  0.937032  -2.609700  2.491462  0.3960
C  0.892264  -3.314581  1.293970  -0.7174
H  1.165496  -4.360582  1.288821  0.4639
C  1.381171  -3.289646  3.750124  -1.6468
H  1.156008  -2.680242  4.620672  0.3764
H  0.891528  -4.255487  3.858241  0.3981
H  2.457149  -3.461888  3.722388  0.2965
H  0.654826  -0.689263  3.402678  0.3201
N  -0.074513  0.751342  1.263773  0.8396
S  1.335302  1.666216  1.251921  1.3107
O  0.943571  3.028802  1.051955  -0.7431
O  2.185501  1.365078  2.369562  -0.7191
C  2.082876  1.025628  -0.210099  1.0220
C  3.064292  0.072835  -0.305486  0.2100
O  3.295081  -0.171637  -1.599158  -0.1624
N  2.476949  0.601296  -2.364337  -0.7402
C  1.742100  1.322062  -1.562055  0.4499
C  0.711965  2.274557  -2.030119  -1.0404
H  -0.203555  1.733801  -2.272202  -0.0792
H  1.053635  2.776052  -2.931547  0.5243
H  0.507992  2.998154  -1.245475  0.3036
C  3.818127  -0.667619  0.727105  -1.3331
H  3.454523  -1.693735  0.781163  0.2059
H  3.666324  -0.182488  1.687203  0.3148
H  4.875682  -0.691896  0.473598  0.4706
C  -1.157023  1.257940  2.080573  -0.5636
C  -2.516667  0.897939  1.469050  0.5367
O  -3.512378  0.723715  2.136583  -0.6985
N  -2.472161  0.827369  0.129539  0.1969
H  -1.567368  0.907968  -0.313738  -0.1560
C  -3.545162  0.353021  -0.707845  -0.8823
H  -4.490386  0.767444  -0.350131  0.3848
C  -3.258929  0.788760  -2.149437  0.1663
H  -3.248045  1.883686  -2.193064  0.3695
C  -4.245248  0.174167  -3.161342  -0.8306
H  -4.894279  0.927667  -3.600253  0.3758
H  -4.867378  -0.571366  -2.665859  0.3261
C  -3.335267  -0.486905  -4.200991  -0.6532
H  -3.762179  -1.392466  -4.624043  0.3549
C  -2.075479  -0.758902  -3.382431  -0.4057
H  -1.163691  -0.819909  -3.977418  0.3779
O  -1.952550  0.360491  -2.528014  -0.2665
H  -2.186076  -1.680182  -2.792608  0.1600
H  -3.106732  0.210482  -5.006761  0.2926
H  -3.605776  -0.742929  -0.658700  0.2468
H  -1.131454  0.890357  3.112684  0.2612
H  -1.051970  2.346263  2.095386  0.5734
H  -0.136732  -0.868624  -0.786359  0.6769
H  -0.561168  -3.802723  -1.376953  0.3159
H  0.779956  -2.850817  -2.009793  0.3683
H  1.093450  -4.355499  -1.129742  0.4140

Force components x, y, z for each atom (eV/Å):
C -0.1 0.0 0.0
C 0.0 0.0 0.0
C -0.1 -0.1 0.2
C 0.0 -0.8 -0.2
C -0.1 0.0 -0.1
C -0.1 0.0 0.0
C 0.0 0.2 0.0
H 0.0 -0.1 0.0
C 0.0 0.0 0.0
H 0.0 0.0 0.1
H 0.0 -0.1 0.1
H 0.1 0.0 0.1
H 0.0 0.1 0.1
N 0.9 0.5 -0.1
S 0.4 -0.2 -0.5
O -0.2 0.0 -0.1
O -0.2 -0.1 -0.1
C 0.3 -0.1 0.4
C -0.3 0.5 0.3
O 0.4 -0.4 1.0
N -0.8 0.8 -0.9
C 0.3 -0.3 0.2
C -0.1 0.0 -0.2
H 0.0 0.0 0.0
H 0.0 0.1 0.0
H 0.0 0.1 -0.1
C 0.1 -0.1 -0.1
H 0.0 -0.1 0.0
H 0.1 -0.1 0.0
H 0.1 0.0 0.0
C -0.3 0.3 0.5
C 0.4 0.1 -0.1
O -0.2 0.0 0.3
N 0.1 0.1 -0.5
H -0.1 0.0 0.1
C 0.1 0.1 -0.2
H 0.0 -0.1 -0.1
C -0.5 0.1 0.4
H 0.0 -0.1 0.0
C 0.2 0.0 0.1
H -0.1 0.0 0.0
H -0.1 0.0 0.0
C 0.2 0.0 0.2
H 0.0 0.0 -0.1
C -0.1 -0.3 -0.3
H 0.0 -0.1 0.0
O 0.1 0.1 0.1
H 0.0 0.0 -0.1
H 0.0 0.0 0.0
H -0.1 0.1 0.0
H 0.0 0.0 -0.2
H -0.2 -0.1 0.1
H 0.0 0.1 -0.1
H -0.1 -0.1 -0.1
H 0.0 0.0 -0.1
H 0.0 -0.1 -0.1